No. 1
11 unconnected molecules or ions with the total composition C40H60ClO24 at a distorted geometry. Source: the Open Molecules 2025 dataset; level of theory: ωB97M-V/def2-TZVPD.

* net charge: -1
* ΔE to the lowest compared entry with this formula, charge and spin: 6.537 eV

Cartesian coordinates (Å):
Cl 0.644280 19.491870 34.963490
O -4.002670 17.982220 34.625920
O 8.225800 19.192980 32.880840
O 5.063670 23.616940 33.050710
O 0.857290 19.771730 36.331260
O 4.102340 16.448740 37.446660
O 0.330310 18.074180 34.764630
O 5.534370 14.440840 32.819640
O -5.159790 20.680380 35.098710
O -1.696170 23.381140 27.419350
O 1.948450 19.546400 34.329980
O -1.914220 23.628130 29.596570
O 0.468510 24.771460 33.327240
O -0.539460 24.044070 35.082170
O 5.979330 18.721700 33.160060
O -2.393940 15.081800 38.875920
O -2.829340 16.028570 35.164060
O 3.719160 23.399710 38.861730
O -6.855720 19.584500 35.894840
O 5.050940 22.993950 37.075070
O -1.182710 16.240770 40.380850
O 4.823690 12.667700 31.638760
O 4.630720 15.938200 39.585390
O -0.355180 20.390530 34.464690
O 5.170900 25.231350 31.522140
C 3.607550 11.936760 31.276610
C 2.692180 12.221320 32.442890
C -3.804070 20.950240 37.008660
C -3.893270 21.096230 35.490090
C -0.348770 23.927940 36.502720
C -2.365030 17.452770 38.692400
C -1.996070 16.174910 39.276310
C -1.818190 15.184930 34.613440
C 6.713890 18.857650 30.954670
C 5.448220 18.073620 30.927170
C 1.736100 24.405930 35.466660
C -5.774770 20.075960 36.077820
C -2.473690 16.835380 32.970600
C 3.793460 16.320210 38.752470
C -1.494320 22.961080 28.549010
C 3.250220 13.515770 33.072040
C 4.371100 22.546380 38.011360
C 4.992560 24.033150 31.853940
C -3.138970 17.134200 34.312500
C 4.099300 21.134310 38.452010
C 4.330300 22.405690 33.162830
C -1.073080 21.626520 29.007110
C -1.829600 18.383920 39.695260
C 4.628190 23.034180 30.826160
C 2.733600 21.289340 39.069760
C 4.258010 21.848900 31.724330
C 4.635460 13.597090 32.549590
C 2.775350 22.740530 39.697450
C 0.578990 24.406210 34.475350
C -0.785510 21.929410 30.496630
C -1.949900 22.934650 30.803330
C -1.994250 15.418830 33.172040
C 4.869770 18.150890 32.442000
C 7.129580 18.966000 32.410530
C 2.333290 16.344630 38.996510
C -0.861450 17.676130 40.572290
C 2.890800 16.896760 36.609550
C 1.028470 24.460960 36.798290
C -4.968380 20.020820 37.412640
C 1.845890 16.367610 37.531910
H 0.242680 22.283150 30.572780
H 1.941360 21.374630 38.325990
H 4.329940 20.345790 37.735670
H -0.977610 21.060380 31.125890
H 3.025160 12.210190 30.396750
H 6.749710 19.885810 30.594520
H -1.657910 17.547360 32.845350
H -0.836640 15.376770 35.046890
H -1.613510 23.616020 31.584780
H -1.213480 24.454820 36.906160
H -1.364870 19.277150 39.277810
H 7.503470 18.279720 30.474410
H -2.166340 14.176650 34.837630
H 3.924520 18.692680 32.409330
H 4.826380 21.763590 33.890640
H -5.553260 20.391590 38.254390
H 5.509830 16.990410 30.822550
H 3.802580 23.541290 30.326870
H -2.848480 20.671700 37.452910
H 1.406080 23.995910 37.708920
H 3.920780 10.904930 31.117530
H 2.157180 17.336660 39.412390
H -1.042110 18.034980 41.585550
H 1.896030 15.557370 39.610610
H -3.822010 22.128550 35.147560
H -1.815670 17.543930 37.755380
H 3.211400 22.766060 40.696090
H 3.365930 13.521080 34.155860
H 2.919350 16.444860 35.618050
H 4.899540 21.078820 39.190010
H -0.555790 22.890530 36.765470
H -2.739000 14.708210 32.813620
H -3.422880 17.613460 38.484460
H -3.055110 20.556160 35.049730
H 2.651530 14.404430 32.872190
H -3.224630 17.067940 32.215550
H 3.415260 21.257920 31.365720
H 0.188630 17.811140 40.313040
H 2.570050 11.299460 33.011540
H -1.829680 20.854250 28.868360
H 2.189330 23.433820 35.272560
H -2.774090 18.644920 40.172670
H 2.491680 20.618550 39.894140
H 3.356120 22.527910 33.636240
H 1.716260 12.425110 32.002270
H 2.341370 25.295500 35.292250
H 1.001200 17.055960 37.504140
H -1.033950 15.278450 32.675840
H 2.929910 17.983090 36.689970
H 5.336840 22.819830 30.026180
H 1.729940 23.044390 39.643630
H 4.717580 17.133810 32.803230
H -4.451280 19.081480 37.608480
H 4.762290 18.438150 30.162510
H 1.486600 15.381970 37.236070
H 4.948580 21.035200 31.502750
H -0.110720 21.394630 28.550830
H -2.880650 22.385490 30.945510
H -4.138420 21.876640 37.475660
H 0.837980 25.513740 37.006760

Cartesian forces, eV/Å:
2.2061 -2.5191 -1.3574
3.4667 -2.8129 -0.8339
-2.1539 -0.1992 -0.5597
-0.4121 -0.7187 2.5895
-0.3367 0.3950 2.4922
0.0157 0.7565 -0.6732
-1.8395 0.4027 0.4711
-3.0899 -2.9192 -0.6428
0.3269 0.1135 -0.6496
1.0207 -0.4893 1.2096
-0.0760 1.8295 -0.8394
-1.5353 3.1301 -0.2502
1.3535 -0.4156 0.2799
-0.5832 -0.5385 0.9944
0.5014 0.5001 0.6472
1.0064 1.8722 0.8528
-0.6707 2.5817 0.2704
-0.2561 0.8587 -0.7148
-0.2933 0.1146 0.3971
-1.8051 -1.3956 2.8210
-0.2257 1.7129 -0.4577
0.1842 -0.9702 -2.0697
-1.3747 1.4961 -1.7652
0.0271 -0.2039 -0.6403
-0.0959 -2.7949 1.3133
0.5660 -0.0301 0.7696
-1.2370 -0.1354 -0.1552
-1.2251 1.2515 1.3267
2.0692 0.9828 0.3477
-1.6753 -1.0362 -0.5759
1.0180 0.5449 -1.5572
-1.3200 -4.9838 -0.1510
-1.2602 -0.0302 0.9904
1.8305 -0.7378 0.3451
-1.9672 -0.3076 1.3215
-0.3163 -0.3137 -0.6359
-1.6279 -2.3526 1.4122
-0.2934 1.2542 1.1873
2.6056 -3.2398 1.4454
-2.2438 0.1261 -2.5098
-0.3505 -0.7011 1.1569
1.2779 1.6894 -3.0644
1.5424 5.9274 -4.3283
-2.6237 0.0515 1.5678
0.6858 0.5445 0.0692
-0.3242 -1.9711 0.3392
2.0716 -0.4026 1.0924
-0.8369 2.5254 -0.0845
-1.2885 -0.6606 0.3183
-0.2175 0.8921 1.3364
0.3549 -1.3243 -1.2319
2.8853 3.8061 0.2632
0.9429 -2.3717 -0.6251
-0.8603 1.3450 -1.1434
-1.7563 -1.4178 0.3837
3.3358 -1.0437 -0.0314
0.9149 -0.2919 -2.3691
1.3666 0.0743 -2.4181
-0.2766 -0.4736 0.7519
-0.1030 1.3654 -1.7791
-0.1395 -1.0557 0.3554
1.6902 -0.4101 2.9696
-1.1335 0.8545 0.6392
1.2564 0.4706 -1.7941
-2.9359 0.0369 0.3541
-0.3361 0.3853 0.5118
0.0709 -0.7550 -0.1501
-0.4784 0.3445 -0.2317
0.6746 -0.1645 0.0457
1.1500 0.8379 -0.5866
-0.4659 -0.1315 -0.4111
0.1389 0.0023 0.0282
-0.0536 0.2533 -0.0685
-0.7378 -0.0704 0.2047
0.3660 0.4445 0.4316
-0.2290 0.1471 -0.0228
0.2103 0.3875 -0.2279
0.4660 -0.0740 0.3399
0.3529 0.5284 0.9147
0.4146 -0.0919 -0.3655
0.0342 -0.2956 -0.1582
0.8519 0.1506 -0.6885
-0.3597 -0.4043 -0.0791
0.0503 -0.0181 -0.4691
0.5929 0.0336 -0.4736
-0.0711 0.0399 0.3437
-0.3513 -0.0194 0.4031
0.3063 -0.7370 0.2797
0.4584 0.1419 -0.0069
0.3148 0.0956 0.2172
-0.1159 -0.2170 -0.3611
-0.4699 -0.0292 0.1893
-0.2636 -0.2959 0.1269
0.2767 0.3617 0.2489
-0.0874 -0.5638 0.6454
0.5449 -0.3033 -0.0148
0.1317 0.0222 -0.3061
0.1921 -0.6191 0.0303
-0.4383 -0.3987 -0.4957
0.1676 -0.0206 -0.3719
0.1388 -0.4472 -0.1563
-1.0529 0.8264 0.7110
-0.1173 0.0477 -0.0839
0.2177 0.5146 0.7828
0.0476 0.1548 -0.2662
0.7559 0.2245 0.1876
0.5665 0.6729 1.0833
-0.1349 -0.4117 -0.4325
-0.1824 0.6816 -0.4499
-0.2011 -0.0296 0.3521
0.4456 -0.6016 -0.1489
-0.4093 -0.2382 -0.3893
-0.1698 -0.2945 -0.4226
-0.0536 -0.0751 -0.8770
0.3882 0.2069 0.4900
0.4025 1.0808 0.0960
-0.0111 0.1853 0.1714
-1.1521 -0.4854 -0.1726
-0.2368 0.0093 0.2456
0.0684 -0.0380 -0.0403
0.9679 0.2564 0.7429
-0.3691 -0.5267 -0.4580
-0.1101 0.3503 0.1828
0.6776 0.5651 -0.1263
0.4536 0.1671 0.3333

Results of the Mulliken charge analysis, in e, for atoms 1 through 99: atom 1 (Cl): 0.62, atom 2 (O): -0.60, atom 3 (O): -0.63, atom 4 (O): -0.30, atom 5 (O): -0.43, atom 6 (O): -0.38, atom 7 (O): -0.50, atom 8 (O): -0.64, atom 9 (O): -0.34, atom 10 (O): -0.64, atom 11 (O): -0.40, atom 12 (O): -0.35, atom 13 (O): -0.69, atom 14 (O): -0.33, atom 15 (O): -0.30, atom 16 (O): -0.64, atom 17 (O): -0.35, atom 18 (O): -0.35, atom 19 (O): -0.64, atom 20 (O): -0.63, atom 21 (O): -0.42, atom 22 (O): -0.37, atom 23 (O): -0.68, atom 24 (O): -0.27, atom 25 (O): -0.70, atom 26 (C): -0.35, atom 27 (C): -0.45, atom 28 (C): -0.37, atom 29 (C): -0.14, atom 30 (C): -0.30, atom 31 (C): 0.41, atom 32 (C): 0.28, atom 33 (C): 0.01, atom 34 (C): -0.38, atom 35 (C): -0.73, atom 36 (C): 0.33, atom 37 (C): 0.45, atom 38 (C): -0.15, atom 39 (C): 0.24, atom 40 (C): 0.54, atom 41 (C): -0.17, atom 42 (C): 0.42, atom 43 (C): 0.47, atom 44 (C): 0.40, atom 45 (C): -0.31, atom 46 (C): 0.35, atom 47 (C): -0.44, atom 48 (C): -0.38, atom 49 (C): -0.40, atom 50 (C): 0.12, atom 51 (C): 0.67, atom 52 (C): 0.58, atom 53 (C): -0.70, atom 54 (C): 0.44, atom 55 (C): -0.27, atom 56 (C): -0.21, atom 57 (C): -0.59, atom 58 (C): 0.01, atom 59 (C): 0.47, atom 60 (C): 0.04, atom 61 (C): 0.02, atom 62 (C): 0.11, atom 63 (C): 0.12, atom 64 (C): 0.34, atom 65 (C): 0.42, atom 66 (H): 0.13, atom 67 (H): -0.20, atom 68 (H): 0.25, atom 69 (H): 0.19, atom 70 (H): 0.21, atom 71 (H): 0.19, atom 72 (H): 0.00, atom 73 (H): -0.06, atom 74 (H): 0.22, atom 75 (H): 0.26, atom 76 (H): 0.23, atom 77 (H): 0.35, atom 78 (H): 0.36, atom 79 (H): 0.10, atom 80 (H): 0.32, atom 81 (H): 0.44, atom 82 (H): 0.36, atom 83 (H): 0.16, atom 84 (H): 0.12, atom 85 (H): -0.40, atom 86 (H): 0.31, atom 87 (H): -0.19, atom 88 (H): 0.36, atom 89 (H): 0.41, atom 90 (H): 0.36, atom 91 (H): -0.17, atom 92 (H): 0.42, atom 93 (H): 0.22, atom 94 (H): 0.20, atom 95 (H): 0.34, atom 96 (H): 0.10, atom 97 (H): 0.29, atom 98 (H): 0.24, atom 99 (H): 0.00



No. 2
2 unconnected molecules or ions with the total composition C5H14 at a distorted geometry. Source: the Open Molecules 2025 dataset; level of theory: ωB97M-V/def2-TZVPD.

* ΔE to the lowest compared entry with this formula, charge and spin: 2.409 eV

Cartesian coordinates (Å):
C -1.852034 0.079332 -1.698961
C 0.361443 -0.804704 -1.312525
C -0.280555 0.482060 -1.806047
C 1.480541 0.308309 2.632463
C 0.307256 0.162334 1.728562
H -0.344664 -1.504836 -1.271751
H 0.055512 1.014835 1.184027
H 1.023878 0.158519 3.602197
H 0.025145 1.333589 -1.199183
H 0.886041 -0.608463 -0.473574
H 0.455936 -0.668487 1.027801
H 1.181837 -1.290664 -1.887063
H -0.167673 0.641906 -2.819505
H 2.286448 -0.449417 2.571505
H -0.611440 -0.021435 2.285158
H -2.289010 0.765161 -0.894908
H 1.832955 1.221368 2.535061
H -2.038359 -0.916899 -1.416269
H -2.313262 0.097492 -2.786995

Cartesian forces, eV/Å:
-0.0193 3.3669 -1.2974
3.4986 1.4377 -3.4684
-2.4410 -2.3128 1.4394
-1.2816 -4.1728 1.4518
-0.7690 -2.3729 -0.3602
-2.3435 -2.9614 0.9644
0.0431 1.5647 -1.1670
0.6514 0.3390 0.7291
-0.3376 0.0403 -0.1966
1.0334 0.1835 2.7187
-0.5072 0.4185 0.6990
-0.4465 0.6858 -0.6280
0.8696 0.6744 -1.9898
-0.4989 0.4195 -0.4100
0.0053 -0.3570 0.1011
-0.2065 -0.8633 -1.6015
2.1576 4.3042 -0.0246
0.1337 -1.1259 0.6885
0.4583 0.7315 2.3512

The molecule's natural (NBO) atomic charges, reported in e, are given here: atom 1 (C): -0.61, atom 2 (C): -0.60, atom 3 (C): -0.40, atom 4 (C): -0.61, atom 5 (C): -0.61, atom 6 (H): 0.20, atom 7 (H): 0.20, atom 8 (H): 0.21, atom 9 (H): 0.20, atom 10 (H): 0.21, atom 11 (H): 0.21, atom 12 (H): 0.20, atom 13 (H): 0.20, atom 14 (H): 0.20, atom 15 (H): 0.20, atom 16 (H): 0.21, atom 17 (H): 0.20, atom 18 (H): 0.19, atom 19 (H): 0.20



| no. | LUMO (eV) | total energy (eV) |
| --- | --- | --- |
| 1 | 1.56 | -104107.96149 |
| 2 | 1.18 | -5409.64055 |